C60H120N12 | ωB97M-V/def2-TZVPD

Computed properties:
Energy above the lowest of the compared OMol25 structures with the same formula, charge and spin: 230.0 kJ/mol
Total energy: -82039.6304 eV
E_LUMO: 0.42 eV
Spin multiplicity: 1
HOMO: -8.10 eV
SMILES: c1cc[nH]c1.c1cc[nH]c1.c1cc[nH]c1.c1cc[nH]c1.c1cc[nH]c1.c1cc[nH]c1.CCN(CC)CC.CCN(CC)CC.CCN(CC)CC.CCN(CC)CC.CCN(CC)CC.CCN(CC)CC

The geometry in XYZ format:
```
192
Properties=species:S:1:pos:R:3:forces:R:3:lowdin_charge:R:1
N -15.177 -22.494 -8.647 -0.6 -0.2 0.6 -0.010
C -13.828 -22.624 -8.517 0.0 -0.5 0.6 -0.140
C -13.603 -23.431 -7.408 1.0 0.5 -0.9 -0.123
C -14.841 -23.783 -6.859 -1.0 0.1 0.1 -0.127
C -15.817 -23.193 -7.626 0.3 0.6 -0.8 -0.129
H -15.616 -21.846 -9.285 0.0 -0.3 0.2 0.143
H -13.180 -22.146 -9.236 0.1 -0.1 0.2 0.104
H -12.633 -23.754 -7.062 -0.1 0.1 0.0 0.088
H -15.034 -24.374 -5.976 0.1 0.0 -0.1 0.092
H -16.896 -23.189 -7.577 0.2 -0.1 0.1 0.101
N -4.172 -14.871 -1.833 -0.7 1.2 -0.1 0.001
C -4.633 -13.650 -1.335 0.3 -0.3 0.0 -0.129
C -4.824 -12.785 -2.397 -0.2 -0.3 0.9 -0.127
C -4.556 -13.505 -3.550 0.6 -1.5 -1.2 -0.137
C -4.141 -14.789 -3.204 -0.5 0.6 0.0 -0.134
H -3.992 -15.694 -1.275 -0.1 0.3 -0.2 0.143
H -4.815 -13.527 -0.278 0.2 0.0 -0.1 0.098
H -5.130 -11.751 -2.456 -0.1 -0.1 0.6 0.094
H -4.725 -13.136 -4.551 0.3 -0.1 0.0 0.090
H -3.941 -15.661 -3.811 0.1 0.2 0.0 0.101
N 1.617 -34.455 -3.287 -0.2 1.0 1.5 -0.008
C 2.171 -33.845 -4.357 -0.8 -0.5 -1.6 -0.146
C 1.195 -33.009 -4.894 1.2 0.9 -0.4 -0.128
C 0.142 -32.907 -3.985 0.4 -1.0 2.3 -0.119
C 0.465 -33.770 -2.930 -0.7 -0.4 -1.0 -0.128
H 2.109 -35.168 -2.768 -0.3 0.3 0.2 0.147
H 3.144 -34.192 -4.672 -0.2 0.2 -0.4 0.105
H 1.224 -32.381 -5.772 0.5 -0.2 -0.1 0.087
H -0.670 -32.198 -3.914 0.0 -0.2 -0.4 0.091
H -0.108 -33.971 -2.037 0.2 -0.2 -0.1 0.097
N -2.333 -23.744 -4.077 -2.2 -0.5 -1.2 -0.002
C -3.533 -24.410 -4.466 1.0 0.6 1.1 -0.105
C -4.591 -23.616 -4.025 0.4 -0.5 -0.8 -0.129
C -4.073 -22.409 -3.527 2.0 0.0 0.2 -0.115
C -2.680 -22.526 -3.607 -0.3 0.6 0.8 -0.165
H -1.378 -23.991 -4.295 -0.4 -0.2 -0.1 0.143
H -3.434 -25.364 -4.963 -0.4 0.1 0.2 0.093
H -5.659 -23.772 -4.071 0.2 -0.5 -0.3 0.090
H -4.620 -21.575 -3.112 0.1 -0.1 -0.1 0.087
H -1.850 -21.896 -3.323 -0.4 0.4 0.2 0.103
N 4.012 -25.896 -4.399 0.0 0.8 -2.2 -0.002
C 4.180 -25.227 -3.249 0.1 1.2 1.1 -0.152
C 4.368 -23.873 -3.552 0.2 -0.6 1.5 -0.133
C 4.360 -23.704 -4.927 -0.4 -2.1 -1.3 -0.114
C 4.110 -24.990 -5.449 0.4 0.7 0.2 -0.128
H 3.856 -26.877 -4.582 0.1 0.2 0.5 0.150
H 4.152 -25.734 -2.296 0.0 0.1 -0.1 0.105
H 4.542 -23.067 -2.853 0.0 -0.3 0.2 0.089
H 4.564 -22.805 -5.491 -0.2 -0.1 0.0 0.091
H 4.065 -25.326 -6.475 -0.1 0.0 0.1 0.095
N -1.429 -27.045 -12.375 -0.6 -1.9 1.0 -0.007
C -1.833 -27.963 -13.343 -0.2 -0.7 1.6 -0.120
C -2.128 -29.184 -12.678 0.8 1.5 -1.1 -0.117
C -1.855 -29.010 -11.304 0.1 1.4 -0.1 -0.128
C -1.461 -27.685 -11.115 0.1 -0.3 -1.2 -0.126
H -1.348 -26.046 -12.501 0.1 -0.3 -0.1 0.138
H -1.842 -27.653 -14.377 -0.2 -0.2 0.1 0.095
H -2.390 -30.142 -13.102 -0.1 0.3 -0.3 0.084
H -1.967 -29.792 -10.568 0.1 0.3 0.1 0.088
H -1.085 -27.181 -10.237 -0.2 0.0 -0.1 0.094
C -3.352 -20.689 -11.193 0.9 -0.3 -0.1 -0.068
C -1.909 -20.128 -11.062 -0.6 -0.4 0.3 -0.284
N -1.034 -20.379 -12.192 0.8 0.6 0.2 -0.166
C -1.533 -19.815 -13.451 0.2 -1.7 -0.6 -0.293
C -1.963 -18.400 -13.516 0.2 1.1 -0.4 -0.099
C 0.284 -19.761 -11.850 0.0 -0.8 -0.6 -0.254
C 1.442 -20.429 -12.582 -0.1 -0.2 0.1 -0.090
H -3.295 -21.777 -11.240 0.1 -0.1 0.4 0.068
H -3.889 -20.478 -12.117 0.2 0.7 0.0 0.060
H -3.954 -20.389 -10.335 0.0 0.0 -0.1 0.070
H -1.863 -19.081 -10.763 -0.6 0.6 -0.2 0.099
H -1.397 -20.573 -10.209 -0.3 -0.5 0.1 0.107
H -0.814 -19.998 -14.250 0.6 0.1 0.2 0.106
H -2.343 -20.410 -13.872 -0.3 -0.4 0.7 0.104
H -2.611 -18.354 -14.391 -0.3 0.4 0.2 0.080
H -2.448 -18.053 -12.604 -0.2 0.1 -0.2 0.074
H -1.124 -17.745 -13.751 0.0 0.2 0.3 0.070
H 0.520 -19.799 -10.787 -0.5 -0.3 0.2 0.109
H 0.261 -18.696 -12.080 0.1 0.3 -0.2 0.106
H 2.357 -19.921 -12.276 0.1 0.2 -0.6 0.071
H 1.253 -20.471 -13.655 0.4 0.5 -0.1 0.061
H 1.623 -21.470 -12.317 -0.5 -0.1 0.4 0.069
C -14.635 -28.815 1.398 -0.2 0.5 0.0 -0.083
C -13.834 -27.875 2.333 -0.4 -0.7 -0.3 -0.249
N -12.407 -27.955 2.040 -1.0 -0.2 0.0 -0.195
C -11.549 -27.454 3.078 0.8 0.4 -0.1 -0.293
C -11.754 -27.969 4.502 -0.2 0.6 -0.9 -0.078
C -12.054 -27.398 0.727 0.5 0.2 0.1 -0.232
C -12.105 -25.837 0.591 0.2 -1.1 0.0 -0.071
H -14.299 -29.850 1.335 0.4 0.1 0.5 0.073
H -14.609 -28.472 0.363 -0.1 0.2 0.0 0.054
H -15.683 -28.849 1.696 -0.1 0.1 0.0 0.065
H -14.236 -26.862 2.310 -0.1 0.5 -0.8 0.106
H -14.074 -28.076 3.377 0.5 -0.8 0.0 0.095
H -11.550 -26.364 3.106 -0.4 0.4 0.3 0.095
H -10.535 -27.646 2.726 0.3 -0.4 0.2 0.115
H -12.733 -27.626 4.835 0.0 -0.3 0.3 0.058
H -11.015 -27.441 5.105 0.1 -0.4 0.2 0.073
H -11.677 -29.055 4.554 0.1 0.1 0.2 0.080
H -11.022 -27.713 0.570 0.2 0.1 0.0 0.105
H -12.585 -27.932 -0.061 -0.4 0.3 0.1 0.098
H -11.422 -25.451 1.348 -0.4 0.4 0.0 0.052
H -11.691 -25.503 -0.361 -0.1 -0.2 -0.2 0.066
H -13.115 -25.438 0.680 0.1 0.1 0.2 0.064
C 2.727 -30.221 3.290 -0.8 -0.2 0.9 -0.072
C 1.136 -30.221 3.218 2.3 0.7 -1.6 -0.281
N 0.526 -29.283 4.112 -1.3 0.2 1.5 -0.176
C 0.561 -29.891 5.480 -1.1 0.3 -0.5 -0.263
C 0.316 -28.998 6.671 0.8 0.5 0.2 -0.098
C -0.910 -29.049 3.666 1.0 0.9 -0.9 -0.209
C -0.930 -28.189 2.355 -0.4 -0.7 -0.4 -0.093
H 3.143 -29.214 3.339 -0.4 0.2 -0.1 0.068
H 3.238 -30.729 2.472 -0.5 -0.1 -0.2 0.061
H 3.075 -30.706 4.203 0.0 -0.1 0.1 0.047
H 0.968 -29.847 2.208 -0.4 -0.2 -0.1 0.094
H 0.734 -31.232 3.280 -0.1 -0.3 0.2 0.113
H -0.279 -30.585 5.505 0.1 -0.8 0.0 0.106
H 1.490 -30.431 5.663 0.0 0.0 -0.4 0.105
H 0.414 -29.625 7.557 -0.4 -0.1 0.1 0.072
H 1.123 -28.276 6.797 -0.1 0.3 -0.2 0.071
H -0.645 -28.484 6.674 0.0 -0.1 0.0 0.066
H -1.549 -28.533 4.383 0.6 0.0 0.5 0.101
H -1.421 -29.991 3.463 0.1 -0.4 0.0 0.101
H 0.065 -27.898 2.016 0.0 0.1 0.3 0.065
H -1.594 -27.325 2.331 0.3 0.3 0.8 0.061
H -1.363 -28.755 1.531 0.2 -0.4 -0.1 0.060
C -6.228 -37.273 -4.875 0.3 0.0 0.0 -0.093
C -7.655 -36.888 -4.401 1.1 -0.7 -1.2 -0.234
N -8.219 -35.816 -5.228 -0.2 0.6 0.4 -0.181
C -7.400 -34.609 -5.097 -1.4 1.6 0.0 -0.274
C -8.191 -33.297 -5.310 -0.5 -0.2 -0.6 -0.103
C -8.457 -36.125 -6.652 0.9 -1.6 0.2 -0.251
C -9.214 -37.433 -6.914 -1.0 0.7 0.7 -0.095
H -5.832 -38.155 -4.372 -0.1 -0.1 0.1 0.067
H -5.490 -36.483 -4.739 -0.2 0.2 0.4 0.061
H -6.160 -37.444 -5.949 -0.4 -0.3 -0.1 0.060
H -8.278 -37.780 -4.465 -0.2 0.1 0.0 0.095
H -7.589 -36.640 -3.342 -0.3 0.5 -0.1 0.109
H -7.115 -34.406 -4.064 0.6 -1.1 0.1 0.114
H -6.568 -34.548 -5.799 0.5 -0.4 0.2 0.110
H -7.650 -32.452 -4.884 0.0 0.0 0.1 0.066
H -8.371 -33.037 -6.353 0.0 -0.2 -0.2 0.058
H -9.170 -33.375 -4.837 0.0 0.0 0.2 0.073
H -7.502 -36.325 -7.137 0.5 0.7 -0.4 0.094
H -8.987 -35.322 -7.166 0.2 0.2 0.3 0.115
H -10.171 -37.265 -6.421 -0.3 -0.6 0.0 0.075
H -8.763 -38.346 -6.526 0.2 0.2 0.1 0.064
H -9.427 -37.586 -7.972 0.2 0.2 0.0 0.071
C -13.892 -13.912 3.012 -0.3 0.3 0.9 -0.092
C -12.671 -13.533 3.859 0.7 -0.3 -2.2 -0.243
N -11.596 -14.538 3.687 0.0 0.0 3.2 -0.192
C -11.032 -14.807 2.393 -0.1 -0.3 0.3 -0.276
C -10.452 -16.235 2.320 -0.4 0.8 -0.4 -0.081
C -10.531 -14.302 4.721 -0.5 -0.3 -0.6 -0.244
C -10.958 -14.296 6.182 -0.4 -0.6 -0.3 -0.096
H -13.758 -13.900 1.931 0.4 -0.1 0.1 0.060
H -14.660 -13.166 3.215 -0.3 -0.1 0.0 0.067
H -14.247 -14.892 3.332 -0.1 0.0 -0.2 0.076
H -12.314 -12.573 3.489 0.2 0.6 -0.2 0.109
H -12.917 -13.320 4.899 -0.1 -0.7 -0.2 0.094
H -11.825 -14.723 1.651 0.1 -0.1 -0.1 0.101
H -10.262 -14.090 2.107 0.3 0.4 0.0 0.108
H -9.966 -16.255 1.344 -0.1 -0.7 -0.1 0.068
H -9.703 -16.510 3.063 -0.1 0.3 0.1 0.058
H -11.299 -16.915 2.411 0.2 -0.3 -0.2 0.074
H -10.109 -13.316 4.526 0.5 0.2 -0.2 0.109
H -9.757 -15.065 4.643 0.0 0.1 -0.4 0.099
H -11.333 -15.264 6.514 -0.3 -0.1 -0.3 0.075
H -11.749 -13.556 6.305 0.4 0.1 0.7 0.052
H -10.079 -14.153 6.811 -0.1 0.6 0.0 0.074
C -10.977 -15.575 -6.618 -0.2 -0.7 -0.1 -0.092
C -11.100 -14.044 -6.568 0.8 -0.1 -1.2 -0.225
N -11.576 -13.405 -7.805 -0.9 0.5 -1.5 -0.176
C -10.559 -13.157 -8.869 -0.7 -0.2 0.9 -0.275
C -9.973 -14.388 -9.455 0.5 -1.2 0.2 -0.110
C -12.168 -12.094 -7.563 0.0 0.2 1.4 -0.293
C -13.361 -12.016 -6.628 -0.7 -0.4 0.1 -0.106
H -10.576 -15.976 -5.688 -0.3 0.2 0.4 0.069
H -10.375 -16.119 -7.346 0.4 0.9 -0.4 0.050
H -11.954 -16.017 -6.815 -0.3 0.1 0.4 0.073
H -11.771 -13.848 -5.732 0.0 0.4 -0.2 0.105
H -10.142 -13.547 -6.410 0.5 -0.2 0.8 0.114
H -9.725 -12.559 -8.501 0.3 0.3 0.5 0.111
H -10.984 -12.525 -9.648 -0.5 -0.2 0.1 0.109
H -9.440 -14.129 -10.369 0.1 -0.3 0.0 0.077
H -10.675 -15.205 -9.617 -0.4 0.4 -0.4 0.078
H -9.298 -14.838 -8.727 0.5 0.1 -0.2 0.061
H -11.404 -11.461 -7.111 0.4 0.5 0.0 0.111
H -12.489 -11.568 -8.462 0.3 -0.6 -0.4 0.111
H -14.080 -12.810 -6.831 -0.2 0.1 -0.4 0.076
H -13.234 -12.104 -5.549 0.7 0.2 0.0 0.062
H -13.814 -11.043 -6.820 -0.3 -0.1 0.2 0.070
```
Forces are in eV/Å.